1.
C24H35N3O4S in the gas phase at a distorted geometry, computed with ωB97M-V/def2-TZVPD.

Geometry (Å):
C1 0.505 -2.722 1.690
C2 0.093 -2.683 0.255
C3 -1.198 -3.040 -0.111
C4 -1.632 -2.955 -1.422
C5 -0.771 -2.497 -2.407
C6 0.522 -2.151 -2.072
C7 0.968 -2.252 -0.752
C8 2.335 -1.851 -0.481
N1 3.035 -1.047 -1.233
C9 4.245 -0.918 -0.609
C10 4.232 -1.692 0.523
O1 3.022 -2.286 0.591
C11 5.235 -1.947 1.585
H1 5.536 -2.995 1.581
H2 6.111 -1.323 1.429
H3 4.803 -1.729 2.561
C12 5.294 -0.029 -1.128
H4 6.297 -0.387 -0.914
H5 5.157 0.153 -2.190
S1 5.219 1.644 -0.346
O2 4.669 2.579 -1.299
O3 6.529 1.936 0.169
C13 4.075 1.590 1.080
C14 2.669 1.151 0.703
O4 2.079 0.299 1.343
N2 2.164 1.812 -0.345
H6 2.797 2.402 -0.874
C15 0.891 1.455 -0.944
H7 0.811 1.987 -1.892
H8 0.885 0.379 -1.144
C16 -0.291 1.795 -0.038
H9 -0.099 1.377 0.949
H10 -0.394 2.876 0.064
C17 -1.589 1.214 -0.608
N3 -2.726 1.631 0.193
C18 -2.932 0.783 1.362
C19 -3.668 -0.528 1.023
C20 -4.945 -0.288 0.222
C21 -4.638 0.581 -0.994
H11 -5.555 0.809 -1.540
H12 -3.961 0.051 -1.669
C22 -3.972 1.882 -0.523
C23 -3.801 2.879 -1.667
H13 -3.143 3.687 -1.359
H14 -4.769 3.300 -1.927
H15 -3.394 2.409 -2.560
H16 -4.635 2.352 0.212
H17 -5.690 0.214 0.844
H18 -5.370 -1.246 -0.091
H19 -3.896 -1.062 1.947
H20 -2.999 -1.155 0.430
H21 -1.935 0.518 1.728
C24 -3.625 1.558 2.485
H22 -4.684 1.703 2.290
H23 -3.156 2.532 2.593
H24 -3.524 1.015 3.421
H25 -1.488 0.119 -0.670
H26 -1.709 1.589 -1.623
H27 4.078 2.616 1.444
H28 4.503 0.933 1.831
H29 1.216 -1.798 -2.819
H30 -1.106 -2.414 -3.429
H31 -2.644 -3.236 -1.674
H32 -1.879 -3.389 0.653
H33 0.985 -1.783 1.961
H34 1.220 -3.526 1.864
H35 -0.359 -2.881 2.331

As for the HOMO-LUMO gap: 8.4870 eV. The HOMO energy comes out at -7.9536 eV.

***

2.
2 unconnected molecules or ions with the total composition C24H35N3O5 at a distorted geometry, computed with ωB97M-V/def2-TZVPD.

Geometry (Å):
O1 -3.107 -3.152 -2.075
O2 -1.103 -5.337 1.687
O3 0.722 -0.629 1.649
O4 -1.985 0.297 -4.573
O5 -0.312 -2.531 -0.782
C1 -3.383 -2.019 -2.439
C2 -1.521 -4.274 1.266
C3 1.166 -1.490 0.897
C4 -2.773 0.851 -3.817
C5 6.161 2.958 2.657
C6 6.664 1.677 2.613
C7 5.029 0.485 1.243
C8 4.437 0.278 0.018
C9 -2.222 1.102 2.867
C10 -3.105 0.335 2.090
C11 -1.267 1.919 2.239
C12 -3.032 0.382 0.686
C13 -1.189 1.960 0.836
C14 -2.066 1.191 0.047
N1 -2.662 -4.325 0.526
N2 -3.531 1.846 -4.290
N3 -2.597 -0.995 -2.114
C15 -4.661 -1.783 -3.222
C16 6.285 3.823 3.880
C17 6.489 0.796 1.407
C18 -4.541 2.626 -3.574
C19 2.612 -1.373 0.418
C20 2.955 0.050 -0.058
C21 -0.793 -2.972 1.538
C22 0.312 -2.715 0.506
C23 -1.930 1.281 -1.470
C24 -2.879 0.433 -2.334
H1 0.309 -2.701 -1.515
H2 5.642 3.355 1.790
H3 7.183 1.273 3.479
H4 4.409 0.449 2.136
H5 5.029 0.312 -0.893
H6 -2.269 1.056 3.946
H7 -3.839 -0.295 2.573
H8 -0.576 2.498 2.836
H9 -3.724 -0.220 0.119
H10 -0.439 2.578 0.363
H11 -2.923 -5.267 0.258
H12 -2.761 -3.598 -0.185
H13 -3.372 2.062 -5.263
H14 -1.756 -1.238 -1.607
H15 -5.305 -1.094 -2.682
H16 -4.413 -1.387 -4.205
H17 -5.174 -2.737 -3.342
H18 5.292 4.108 4.239
H19 6.846 4.731 3.641
H20 6.806 3.296 4.685
H21 6.881 1.291 0.512
H22 7.047 -0.134 1.551
H23 -4.101 3.118 -2.704
H24 -4.949 3.392 -4.236
H25 -5.357 1.978 -3.250
H26 3.254 -1.658 1.256
H27 2.798 -2.079 -0.395
H28 2.595 0.206 -1.080
H29 2.466 0.798 0.576
H30 -0.358 -3.027 2.540
H31 -1.510 -2.147 1.533
H32 0.967 -3.593 0.480
H33 -0.904 1.018 -1.734
H34 -2.070 2.328 -1.740
H35 -3.896 0.637 -2.004

As for the HOMO-LUMO gap: 9.2253 eV. The HOMO energy comes out at -8.7995 eV.

***

3.
A molecular structure, C24H35NOP2SiTi at a distorted geometry, computed with ωB97M-V/def2-TZVPD.

Geometry (Å):
C1 -1.701 3.004 -3.232
C2 -1.623 1.707 -2.647
C3 -0.282 1.206 -2.632
C4 0.796 2.114 -2.493
C5 0.666 3.486 -2.775
C6 -0.580 3.870 -3.255
C7 1.610 1.830 -1.258
C8 2.231 0.383 -1.657
C9 1.285 -0.543 -2.096
C10 1.547 -1.882 -2.464
C11 2.878 -2.185 -2.708
C12 3.864 -1.249 -2.436
C13 3.581 0.042 -1.935
H1 -2.677 3.367 -3.578
H2 1.490 4.170 -2.568
H3 -0.676 4.863 -3.668
H4 2.500 2.455 -0.944
H5 3.093 -3.156 -3.134
H6 4.898 -1.519 -2.634
H7 4.402 0.767 -1.835
N1 -0.021 -0.043 -2.050
Ti1 -0.012 -0.582 -0.182
C14 -2.425 1.190 -1.539
H8 -2.611 0.104 -1.585
H9 -3.374 1.685 -1.377
C15 0.419 -2.840 -2.393
H10 -0.488 -2.556 -2.968
H11 0.757 -3.853 -2.637
P1 -1.420 1.490 0.051
P2 -0.124 -2.951 -0.556
C16 1.206 -3.979 0.160
H12 1.086 -4.021 1.249
H13 1.118 -4.993 -0.251
H14 2.204 -3.580 -0.058
C17 -1.597 -3.950 -0.509
H15 -1.345 -5.002 -0.637
H16 -2.071 -3.805 0.464
H17 -2.291 -3.636 -1.290
C18 -1.720 3.291 0.322
H18 -2.715 3.506 -0.089
H19 -1.706 3.611 1.369
H20 -1.012 3.916 -0.219
C19 -2.811 0.937 1.141
H21 -2.602 0.986 2.226
H22 -3.688 1.573 0.997
H23 -3.102 -0.105 0.954
C20 1.684 -0.033 0.846
O1 2.615 0.516 1.311
H24 1.034 2.565 -0.644
C21 1.469 -0.716 4.134
Si1 -0.146 -0.121 3.430
C22 -1.548 -0.435 4.641
C23 -0.042 1.724 3.143
C24 -0.525 -1.224 1.807
H25 1.617 -0.202 5.091
H26 2.308 -0.453 3.484
H27 1.484 -1.802 4.274
H28 -1.170 -0.226 5.635
H29 -2.393 0.223 4.483
H30 -1.903 -1.458 4.617
H31 0.668 1.976 2.353
H32 -1.004 2.187 2.900
H33 0.321 2.121 4.107
H34 0.122 -2.129 1.933
H35 -1.548 -1.636 1.815

As for the HOMO-LUMO gap (spin up / spin down): 5.4202 / 5.4211 eV. The HOMO energy (spin up / spin down) comes out at -13.9064 / -13.9064 eV. As for the total charge: +2.

***

4.
A molecular structure, C24H36BN9O3Ru, computed with ωB97M-V/def2-TZVPD.

Geometry (Å):
Ru1 -0.440 0.057 0.403
C1 -3.402 -1.654 -0.304
C2 -2.787 -0.846 -1.394
C3 -3.306 -0.581 -2.656
C4 -2.428 0.303 -3.261
C5 -2.513 0.940 -4.606
N1 -1.425 0.542 -2.398
N2 -1.630 -0.177 -1.249
B1 -0.285 1.543 -2.467
N3 -0.318 2.489 -1.263
N4 -0.507 2.049 0.034
C6 -0.652 3.150 0.804
C7 -0.964 3.143 2.261
C8 -0.540 4.279 0.009
C9 -0.329 3.832 -1.281
C10 -0.163 4.634 -2.527
N5 1.106 0.773 -2.432
N6 1.428 0.072 -1.237
C11 2.631 -0.388 -1.351
C12 3.333 -1.100 -0.257
C13 3.145 -0.048 -2.657
C14 2.071 0.720 -3.296
C15 2.078 1.337 -4.645
H1 -4.067 -2.400 -0.734
H2 -2.653 -2.143 0.313
H3 -3.985 -1.009 0.354
H4 -4.222 -0.964 -3.071
H5 -3.395 0.575 -5.126
H6 -2.590 2.024 -4.524
H7 -1.640 0.708 -5.216
H8 -0.320 2.157 -3.485
H9 -1.755 2.432 2.493
H10 -0.085 2.911 2.861
H11 -1.305 4.136 2.546
H12 -0.625 5.302 0.330
H13 -0.134 5.691 -2.275
H14 0.763 4.385 -3.045
H15 -0.991 4.471 -3.217
H16 2.691 -1.157 0.617
H17 3.636 -2.099 -0.573
H18 4.230 -0.547 0.024
H19 4.107 -0.285 -3.086
H20 3.000 1.109 -5.172
H21 1.232 0.976 -5.230
H22 1.976 2.419 -4.560
C16 -0.986 -4.423 -0.360
N7 -0.131 -4.216 0.811
C17 0.298 -5.420 1.533
C18 0.215 -3.005 1.200
C19 1.126 -2.863 2.382
O1 -0.242 -2.005 0.572
H23 -0.645 -5.316 -0.877
H24 -0.919 -3.566 -1.023
H25 -2.023 -4.563 -0.054
H26 -0.366 -6.232 1.253
H27 0.221 -5.278 2.608
H28 1.319 -5.695 1.270
H29 1.946 -3.579 2.342
H30 0.568 -3.054 3.301
H31 1.525 -1.859 2.421
C20 2.494 1.076 5.001
N8 1.252 0.707 4.314
C21 0.124 0.372 5.012
C22 -1.032 -0.011 4.431
C23 -1.061 -0.026 2.999
O2 -2.026 -0.292 2.249
N9 0.089 0.313 2.346
C24 1.279 0.644 2.929
O3 2.296 0.838 2.283
H32 2.255 1.324 6.031
H33 2.935 1.937 4.507
H34 3.205 0.252 4.972
H35 0.223 0.439 6.088
H36 -1.910 -0.258 5.006

The spin multiplicity is 5. As for the HOMO-LUMO gap (spin up / spin down): 9.2963 / 4.8092 eV. The HOMO energy (spin up / spin down) comes out at -13.9369 / -13.9041 eV. As for the total charge: +2.